Entry 1:
Entry from OMol25: a molecular structure, C29H29BrN8O4S2SbSe4V at a distorted geometry (ωB97M-V/def2-TZVPD).

Output
2S+1: 3
LUMO energy (alpha / beta) (eV): 3.2 / 3.2
Gap between HOMO and LUMO (alpha / beta) (eV): 4.778 / 4.804
ΔE to the lowest compared entry with this formula, charge and spin (kcal/mol): 61.9
Total charge: -2

Cartesian coordinates (Å):
V: 0.634 2.208 2.006
Se: 1.440 -2.296 7.467
Sb: 2.681 -1.011 5.799
Se: 1.022 0.667 3.956
Se: -1.227 1.286 3.141
Se: 4.228 -2.544 4.685
Br: -4.353 1.472 -6.204
C: -3.019 0.234 -5.665
C: -3.292 -1.121 -5.687
C: -2.310 -2.013 -5.279
C: -1.081 -1.564 -4.820
C: -0.822 -0.192 -4.819
C: -1.782 0.704 -5.250
N: -0.077 -2.557 -4.553
N: 0.863 -2.399 -3.735
C: 0.812 -1.635 -2.560
C: 2.037 -1.108 -2.184
C: 2.179 -0.188 -1.157
C: 1.058 0.254 -0.436
O: 1.137 1.147 0.470
C: -0.225 -0.381 -0.734
N: -1.273 0.039 -0.006
C: -2.405 -0.600 -0.106
C: -2.559 -1.742 -0.919
C: -1.521 -2.128 -1.719
C: -0.318 -1.383 -1.714
H: -4.257 -1.479 -6.018
H: -2.500 -3.079 -5.291
H: 0.143 0.175 -4.499
H: -1.569 1.765 -5.263
H: 2.897 -1.398 -2.777
H: 3.149 0.212 -0.897
H: -3.224 -0.234 0.503
H: -3.489 -2.296 -0.905
H: -1.598 -3.019 -2.327
N: 4.005 3.657 -4.125
C: 3.303 3.775 -2.932
C: 2.211 4.644 -2.837
C: 1.559 4.813 -1.634
C: 1.950 4.076 -0.522
C: 3.067 3.257 -0.589
C: 3.731 3.099 -1.791
S: 1.285 4.517 1.055
O: 2.060 3.745 2.066
O: 1.473 5.939 1.168
N: -0.245 4.134 1.351
C: -1.209 3.553 0.536
S: -0.993 3.192 -1.176
C: -2.663 2.780 -1.279
C: -3.238 2.942 -0.067
N: -2.433 3.401 0.941
H: 3.514 3.928 -4.959
H: 4.567 2.830 -4.229
H: 1.887 5.195 -3.712
H: 0.742 5.518 -1.553
H: 3.405 2.740 0.298
H: 4.596 2.448 -1.846
H: -3.092 2.391 -2.187
H: -4.270 2.719 0.162
C: -1.837 -1.666 5.562
N: -1.204 -2.810 4.946
C: -1.448 -4.060 5.622
C: -0.691 -2.646 3.671
O: -1.121 -1.773 2.925
N: 0.389 -3.407 3.282
C: 1.106 -2.920 2.108
C: 1.069 -4.367 4.141
H: -1.639 -1.707 6.634
H: -2.921 -1.639 5.374
H: -1.407 -0.748 5.172
H: -2.523 -4.150 5.837
H: -0.895 -4.108 6.566
H: -1.171 -4.907 5.005
H: 0.973 -1.842 2.023
H: 0.741 -3.376 1.179
H: 2.167 -3.126 2.239
H: 1.168 -3.992 5.162
H: 2.080 -4.504 3.766
H: 0.575 -5.344 4.144



Entry 2:
Entry from OMol25: a molecular structure, C43H60AsBaBrN7 at a distorted geometry (ωB97M-V/def2-TZVPD).

Output
LUMO energy (eV): 1.4
Gap between HOMO and LUMO (eV): 3.536
ΔE to the lowest compared entry with this formula, charge and spin (kcal/mol): 40.9
Total charge: -1

Cartesian coordinates (Å):
Ba: -0.421 0.289 -1.274
C: 4.439 -1.522 0.625
C: 3.589 -0.534 1.439
C: 4.029 -0.631 2.902
C: 3.677 0.869 0.847
C: 4.942 1.409 0.635
C: 5.134 2.597 -0.048
C: 4.021 3.257 -0.556
C: 2.736 2.782 -0.345
C: 1.529 3.584 -0.799
C: 1.803 4.541 -1.956
C: 0.913 4.334 0.379
C: 2.529 1.591 0.408
N: 1.224 1.163 0.606
C: 0.844 0.739 1.866
C: -0.125 -0.214 2.120
N: -0.828 -0.903 1.158
C: -2.068 -1.400 1.556
C: -2.363 -2.777 1.389
C: -3.530 -3.311 1.922
C: -4.456 -2.517 2.578
C: -4.231 -1.149 2.631
C: -3.081 -0.571 2.110
C: -3.008 0.949 2.053
C: -3.111 1.627 3.422
C: -4.118 1.478 1.140
C: -1.397 -3.705 0.682
C: -0.666 -4.611 1.676
C: -2.113 -4.528 -0.394
C: -0.210 -0.400 3.591
C: -0.849 -1.266 4.439
C: -0.663 -1.110 5.844
C: 0.126 -0.128 6.387
C: 0.826 0.765 5.524
C: 1.696 1.833 5.897
C: 2.283 2.595 4.919
C: 2.092 2.352 3.527
C: 1.279 1.316 3.149
C: 0.639 0.572 4.171
H: 4.224 -2.550 0.934
H: 5.505 -1.351 0.784
H: 4.251 -1.438 -0.445
H: 2.546 -0.854 1.370
H: 5.075 -0.325 3.001
H: 3.951 -1.665 3.251
H: 3.432 -0.006 3.561
H: 5.809 0.866 0.999
H: 6.130 2.993 -0.201
H: 4.158 4.179 -1.109
H: 0.767 2.893 -1.162
H: 2.423 5.390 -1.654
H: 0.854 4.937 -2.322
H: 2.308 4.039 -2.787
H: 1.653 5.011 0.818
H: 0.578 3.634 1.144
H: 0.045 4.911 0.053
H: -3.715 -4.378 1.835
H: -5.354 -2.947 3.004
H: -4.981 -0.507 3.081
H: -2.053 1.231 1.608
H: -4.076 1.416 3.892
H: -3.029 2.711 3.309
H: -2.327 1.299 4.101
H: -5.104 1.236 1.546
H: -4.046 1.057 0.136
H: -4.038 2.561 1.028
H: -0.643 -3.072 0.214
H: -1.371 -5.242 2.223
H: -0.115 -4.013 2.403
H: 0.045 -5.267 1.162
H: -2.901 -5.143 0.046
H: -1.427 -5.203 -0.908
H: -2.579 -3.879 -1.139
H: -1.518 -2.038 4.079
H: -1.188 -1.789 6.506
H: 0.222 -0.032 7.463
H: 1.884 2.040 6.944
H: 2.936 3.410 5.210
H: 2.611 2.963 2.800
C: -4.082 1.513 -5.838
N: -3.246 0.315 -5.666
C: -4.060 -0.863 -5.409
C: -2.225 0.546 -4.698
N: -2.276 0.269 -3.460
N: -1.190 1.252 -5.299
C: 0.137 1.362 -4.920
N: 0.898 1.870 -5.948
N: 0.582 1.059 -3.759
H: -4.722 1.379 -6.710
H: -3.460 2.393 -5.994
H: -4.706 1.698 -4.956
H: -4.698 -1.023 -6.277
H: -4.717 -0.763 -4.533
H: -3.420 -1.735 -5.275
H: -3.153 -0.234 -3.329
H: -1.373 1.459 -6.265
H: 0.641 1.684 -6.901
H: 1.881 1.986 -5.778
H: 1.594 1.175 -3.805
C: 1.094 -4.191 -2.458
As: 0.525 -2.327 -2.645
C: 1.267 -2.077 -4.478
C: 2.008 -1.648 -1.557
H: 2.152 -4.299 -2.705
H: 0.507 -4.828 -3.117
H: 0.941 -4.511 -1.428
H: 2.226 -1.560 -4.433
H: 0.576 -1.494 -5.083
H: 1.415 -3.054 -4.941
H: 2.917 -1.844 -2.127
H: 2.026 -2.269 -0.662
H: 2.035 -0.615 -1.194
Br: -2.141 2.932 -1.352



Entry 3:
Entry from OMol25: a molecular structure, C32H21Cl2N4O5Pt (ωB97M-V/def2-TZVPD).

Output
LUMO energy (eV): -4.7
Gap between HOMO and LUMO (eV): 5.218
Total charge: +1

Cartesian coordinates (Å):
Pt: 0.025 0.134 -2.167
Cl: -3.292 5.762 -0.288
C: -2.036 4.654 -0.696
C: -2.390 3.385 -1.142
C: -1.399 2.475 -1.475
N: -1.638 1.147 -1.894
C: -2.804 0.482 -1.879
O: -3.908 0.880 -1.541
C: -2.609 -0.956 -2.325
C: -3.705 -1.772 -2.511
C: -3.506 -3.083 -2.917
C: -2.212 -3.527 -3.122
C: -1.161 -2.652 -2.907
N: -1.345 -1.395 -2.506
C: -0.033 2.833 -1.351
C: 0.304 4.101 -0.907
C: -0.699 5.008 -0.582
Cl: -0.239 6.574 -0.027
N: 0.892 1.825 -1.680
C: 2.206 1.813 -1.405
O: 2.890 2.684 -0.888
C: 2.828 0.480 -1.797
C: 4.192 0.299 -1.705
C: 4.731 -0.936 -2.028
C: 3.879 -1.955 -2.421
C: 2.520 -1.702 -2.487
N: 1.999 -0.512 -2.190
H: -3.430 3.112 -1.231
H: -4.686 -1.352 -2.339
H: -4.347 -3.743 -3.081
H: -2.006 -4.535 -3.453
H: -0.140 -2.960 -3.068
H: 1.341 4.386 -0.815
H: 4.792 1.139 -1.384
H: 5.799 -1.102 -1.977
H: 4.251 -2.935 -2.680
H: 1.825 -2.472 -2.783
O: -0.479 1.166 0.897
C: -0.173 0.426 1.903
C: 0.116 -3.192 1.068
O: -0.071 -3.630 2.122
O: 0.305 -2.729 0.020
C: -1.192 -0.401 2.518
C: -2.237 -0.886 1.718
C: -3.232 -1.658 2.285
C: -3.201 -1.928 3.649
C: -2.176 -1.437 4.448
C: -1.163 -0.681 3.888
C: 1.218 0.469 2.264
C: 2.010 1.517 1.762
C: 3.365 1.530 2.015
C: 3.937 0.505 2.763
C: 3.162 -0.540 3.258
C: 1.804 -0.564 3.013
H: -1.427 1.191 0.669
H: -2.250 -0.694 0.650
H: -4.032 -2.042 1.669
H: -3.987 -2.524 4.094
H: -2.171 -1.640 5.510
H: -0.377 -0.274 4.509
H: 1.561 2.311 1.180
H: 3.973 2.334 1.624
H: 5.001 0.518 2.961
H: 3.623 -1.336 3.826
H: 1.205 -1.392 3.367



Entry 4:
Entry from OMol25: a molecular structure, C17H13N3O10PbS2Se (ωB97M-V/def2-TZVPD).

Output
LUMO energy (eV): -0.6
Gap between HOMO and LUMO (eV): 8.796
ΔE to the lowest compared entry with this formula, charge and spin (kcal/mol): 0.0

Cartesian coordinates (Å):
Pb: 0.434 -0.316 0.914
C: 3.696 2.227 0.689
C: 2.295 2.715 0.649
N: 1.204 2.015 0.910
C: 0.128 2.859 0.740
C: 0.584 4.097 0.395
N: 1.949 3.979 0.348
C: -0.022 5.417 0.071
O: -1.329 5.505 0.127
O: 0.711 6.333 -0.223
C: -1.266 2.353 0.881
O: -2.209 3.139 0.784
O: -1.377 1.093 1.087
H: 3.708 1.159 0.886
H: 4.262 2.747 1.463
H: 4.177 2.391 -0.275
H: 2.544 4.743 0.062
H: -1.747 4.626 0.389
O: 2.488 1.298 -2.304
S: 1.900 0.098 -1.783
O: 2.610 -0.519 -0.665
O: 0.470 0.262 -1.390
C: 1.883 -1.080 -3.131
C: 2.725 -0.763 -4.185
C: 2.838 -1.597 -5.289
C: 2.101 -2.763 -5.350
C: 1.249 -3.094 -4.306
C: 1.134 -2.264 -3.200
S: -0.009 -2.861 -1.976
O: 0.446 -2.556 -0.648
O: -0.323 -4.213 -2.297
O: -1.313 -2.011 -2.300
H: 3.286 0.159 -4.131
H: 3.503 -1.326 -6.097
H: 2.180 -3.422 -6.204
H: 0.669 -4.004 -4.339
Se: -2.106 -0.925 -1.066
C: -3.209 -2.223 -0.211
C: -3.918 -1.785 0.900
C: -4.733 -2.702 1.546
N: -4.865 -3.971 1.169
C: -4.170 -4.364 0.106
C: -3.330 -3.537 -0.627
H: -3.842 -0.766 1.263
H: -5.304 -2.396 2.415
H: -4.287 -5.402 -0.186
H: -2.792 -3.922 -1.482



Entry 5:
Entry from OMol25: a molecular structure, C20H28N5NiS2 (ωB97M-V/def2-TZVPD).

Output
LUMO energy (alpha / beta) (eV): -3.2 / -3.2
Gap between HOMO and LUMO (alpha / beta) (eV): 7.173 / 7.127
Total charge: +1

Cartesian coordinates (Å):
Ni: -0.075 -0.035 0.639
C: 0.321 -1.109 2.427
C: -0.927 -1.566 1.899
C: -1.796 -0.478 1.890
C: -1.100 0.665 2.450
C: 0.192 0.268 2.796
C: 1.210 1.051 3.581
C: -1.734 1.980 2.785
C: -3.240 -0.530 1.475
C: -1.299 -2.969 1.506
C: 1.527 -1.944 2.724
H: 1.145 0.814 4.646
H: 1.065 2.128 3.483
H: 2.234 0.821 3.278
H: -2.223 1.915 3.760
H: -2.501 2.267 2.062
H: -1.002 2.787 2.845
H: -3.375 -0.466 0.393
H: -3.812 0.283 1.924
H: -3.691 -1.469 1.798
H: -1.985 -3.401 2.238
H: -0.427 -3.619 1.452
H: -1.792 -3.006 0.535
H: 1.649 -2.035 3.806
H: 2.446 -1.498 2.334
H: 1.442 -2.948 2.312
N: -2.357 5.015 -3.597
C: -1.712 3.896 -3.956
S: -1.316 3.558 -5.509
C: -1.368 2.965 -2.819
C: -1.024 1.647 -3.083
C: -0.690 0.807 -2.043
N: -0.674 1.213 -0.765
C: -1.002 2.478 -0.500
C: -1.353 3.375 -1.491
H: -2.612 5.665 -4.323
H: -2.692 5.186 -2.668
H: -1.022 1.288 -4.104
H: -0.428 -0.226 -2.223
H: -0.976 2.778 0.538
H: -1.571 4.391 -1.192
C: 2.778 -4.503 -2.459
C: 2.258 -3.172 -3.014
C: 2.212 -2.107 -1.964
N: 1.161 -1.770 -1.304
N: 1.423 -0.774 -0.380
C: 2.665 -0.379 -0.360
N: 3.127 0.554 0.504
S: 3.648 -1.241 -1.468
H: 2.794 -5.256 -3.245
H: 2.136 -4.861 -1.653
H: 3.793 -4.403 -2.069
H: 1.244 -3.286 -3.397
H: 2.886 -2.837 -3.841
H: 2.432 1.059 1.035
H: 3.989 1.034 0.309



Entry 6:
Entry from OMol25: a molecular structure, C33H21MoN7O6S at a distorted geometry (ωB97M-V/def2-TZVPD).

Output
LUMO energy (eV): -0.6
Gap between HOMO and LUMO (eV): 5.730
ΔE to the lowest compared entry with this formula, charge and spin (kcal/mol): 4.7

Cartesian coordinates (Å):
Mo: -0.116 -0.480 0.272
N: -3.684 -1.302 2.338
C: -4.362 -1.002 1.183
C: -3.426 -0.754 0.230
N: -2.174 -0.872 0.755
C: -2.346 -1.223 2.053
C: -1.211 -1.601 2.773
N: -0.030 -1.561 2.124
C: 0.889 -2.113 2.955
C: 0.295 -2.473 4.127
N: -1.041 -2.159 4.012
H: -4.097 -1.494 3.233
H: -5.431 -1.025 1.132
H: -3.590 -0.498 -0.797
H: 1.912 -2.241 2.658
H: 0.695 -2.915 5.016
H: -1.713 -2.196 4.757
S: -0.167 -1.392 -4.283
C: 0.533 0.190 -4.119
C: 0.957 1.000 -5.154
C: 1.540 2.212 -4.842
C: 1.684 2.583 -3.511
C: 1.239 1.785 -2.477
C: 0.654 0.549 -2.762
N: 0.168 -0.406 -1.889
C: -0.267 -1.479 -2.550
C: -0.694 -2.619 -1.835
C: -1.020 -3.830 -2.466
C: -1.216 -4.957 -1.708
C: -1.140 -4.856 -0.323
C: -0.919 -3.633 0.288
C: -0.668 -2.468 -0.433
H: 0.839 0.676 -6.174
H: 1.880 2.864 -5.631
H: 2.168 3.518 -3.277
H: 1.368 2.115 -1.459
H: -1.079 -3.869 -3.543
H: -1.418 -5.909 -2.175
H: -1.259 -5.741 0.287
H: -0.927 -3.622 1.370
O: 6.133 -0.209 -0.388
C: 4.935 -0.280 -0.226
C: 3.961 0.888 -0.243
O: 4.220 2.049 -0.502
C: 2.663 0.283 0.046
C: 2.743 -1.119 0.067
O: 1.644 -1.760 0.175
C: 4.146 -1.554 0.037
O: 4.598 -2.666 0.231
O: 1.487 0.769 0.219
O: -0.514 0.752 2.060
C: -0.082 1.949 2.258
C: 0.438 2.307 3.520
C: 0.802 3.600 3.794
C: 0.686 4.591 2.819
C: 0.205 4.271 1.569
C: -0.200 2.963 1.273
C: -0.849 2.601 0.047
N: -1.099 1.364 -0.404
C: -1.860 1.517 -1.532
C: -2.078 2.835 -1.775
N: -1.433 3.508 -0.776
H: 0.530 1.524 4.261
H: 1.183 3.850 4.776
H: 0.979 5.604 3.054
H: 0.151 5.039 0.808
H: -2.197 0.679 -2.112
H: -2.626 3.336 -2.547
H: -1.390 4.507 -0.665



Entry 7:
Entry from OMol25: 4 unconnected molecules or ions with the total composition C16H44N4O4 at a distorted geometry (ωB97M-V/def2-TZVPD).

Output
LUMO energy (eV): 0.6
Gap between HOMO and LUMO (eV): 9.565
ΔE to the lowest compared entry with this formula, charge and spin (kcal/mol): 67.1
SMILES string: COC[C@H](C)N.COC[C@H](C)N.COC[C@H](C)N.COC[C@H](C)N

Cartesian coordinates (Å):
C: 9.091 -6.842 28.274
O: 10.329 -7.560 28.589
C: 11.236 -6.972 29.490
C: 12.367 -7.964 29.981
C: 13.406 -7.328 30.958
N: 13.115 -8.199 28.832
H: 8.445 -6.871 29.152
H: 8.540 -7.321 27.465
H: 9.265 -5.777 28.121
H: 11.536 -6.058 28.978
H: 10.664 -6.572 30.328
H: 11.882 -8.861 30.365
H: 14.367 -7.843 30.970
H: 12.977 -7.188 31.950
H: 13.614 -6.317 30.606
H: 13.507 -7.368 28.411
H: 12.367 -8.477 28.214
C: 10.753 2.002 28.885
O: 10.861 2.106 30.279
C: 10.328 0.925 30.878
C: 10.299 1.123 32.447
C: 9.434 0.062 33.151
N: 9.929 2.408 32.960
H: 9.747 2.209 28.520
H: 11.110 1.034 28.533
H: 11.467 2.753 28.546
H: 9.276 0.799 30.626
H: 10.743 -0.010 30.503
H: 11.299 0.986 32.857
H: 10.060 -0.822 33.273
H: 8.607 -0.115 32.463
H: 9.047 0.479 34.081
H: 10.529 3.003 32.408
H: 9.014 2.635 32.596
C: 14.641 -4.390 29.155
O: 14.191 -3.962 30.501
C: 13.582 -2.723 30.546
C: 12.973 -2.718 31.965
C: 11.758 -3.769 32.266
N: 12.397 -1.397 32.227
H: 15.250 -5.290 29.249
H: 15.253 -3.716 28.558
H: 13.681 -4.717 28.755
H: 14.284 -1.914 30.343
H: 12.773 -2.684 29.817
H: 13.864 -2.870 32.574
H: 11.207 -3.738 33.206
H: 12.085 -4.805 32.182
H: 10.946 -3.699 31.541
H: 12.526 -1.223 33.214
H: 12.984 -0.683 31.819
C: 14.901 1.060 32.324
O: 15.050 -0.297 32.600
C: 16.541 -0.552 32.591
C: 16.758 -2.110 32.845
C: 16.159 -2.676 34.195
N: 18.179 -2.392 32.746
H: 15.532 1.752 32.882
H: 13.844 1.236 32.520
H: 15.191 1.304 31.301
H: 16.980 -0.258 31.638
H: 17.130 0.020 33.308
H: 16.219 -2.574 32.019
H: 16.228 -3.763 34.228
H: 15.098 -2.502 34.374
H: 16.692 -2.230 35.035
H: 18.367 -3.325 33.084
H: 18.651 -2.297 31.858



Number 1: energy -16021.99429 Ha. Number 2: energy -6893.28141 Ha. Number 3: energy -2866.88332 Ha. Number 4: energy -4963.07397 Ha. Number 5: energy -3357.20767 Ha. Number 6: energy -2571.34685 Ha. Number 7: energy -1155.81357 Ha.